DFT (wB97M-V/def2-TZVPD) results for an isolated molecule of C4H5NO2 at a distorted geometry.

CARTESIAN COORDINATES (ANGSTROEM)
C (1.09, 1.22, 0.34)
C (-0.08, 0.30, -0.03)
C (-0.50, -0.78, 0.95)
O (-1.06, -1.76, 0.52)
N (-0.05, -0.30, -1.34)
C (-0.77, -1.27, -1.59)
O (-1.39, -2.11, -2.12)
H (2.08, 0.79, 0.17)
H (1.02, 2.13, -0.25)
H (1.04, 1.53, 1.40)
H (-0.98, 0.92, -0.10)
H (-0.39, -0.68, 2.04)

Its structure (SMILES) is C[C@H](C=O)N=C=O. The lowest unoccupied orbital energy is 0.38 eV.

---

DFT (wB97M-V/def2-TZVPD) results for an isolated molecule of C4H5NO2.

CARTESIAN COORDINATES (ANGSTROEM)
O (2.73, -0.34, -0.41)
C (1.54, -0.26, -0.51)
C (0.68, 0.35, 0.56)
C (-0.47, 1.21, 0.11)
N (-0.69, -0.06, 0.71)
C (-1.34, -1.12, 0.07)
O (-2.31, -0.98, -0.63)
H (1.00, -0.61, -1.42)
H (1.22, 0.59, 1.47)
H (-0.67, 1.28, -0.96)
H (-0.74, 2.08, 0.70)
H (-0.91, -2.10, 0.34)

Its structure (SMILES) is O=C[C@H]1CN1C=O. The lowest unoccupied orbital energy is 0.56 eV.

---

Across the entries above, total energy takes the values -9813.3390; -9812.4408 eV, respectively.
Across the entries above, HOMO takes the values -9.97; -10.25 eV, respectively.
Across the entries above, energy above the lowest of the compared OMol25 structures with the same formula, charge and spin takes the values 0.9758; 1.8740 eV, respectively.